Record 1
Entry from the Open Molecules 2025 dataset: a molecular structure, C27H55INO25S2 at a distorted geometry (ωB97M-V/def2-TZVPD).

Computed properties:
E_tot: -111341.80397 eV
Max |F|: 1.3 eV/A
Kohn-Sham gap: 8.162 eV

The geometry in ORCA input format:
```
! RIJCOSX wB97M-V def2-TZVPD def2/J DEFGRID3
* xyz -1 1
C 2.00968 0.19496 -1.66011
C 1.47257 -0.96447 -2.48666
C 0.88857 -2.08586 -1.64384
S -0.63931 -1.71124 -0.76588
O -0.84154 -0.27735 -0.79745
O -0.44142 -2.23083 0.57324
N -1.83330 -2.58733 -1.40232
S -2.38020 -2.13816 -2.83880
O -2.99417 -3.30586 -3.42558
O -1.40474 -1.48913 -3.68756
C -3.74824 -0.96538 -2.60237
I -4.81696 -0.93053 -4.48633
C -3.33032 0.47065 -2.25969
C -3.69087 0.82428 -0.81633
H 2.70947 -0.13278 -0.88820
H 2.57006 0.87558 -2.30814
H 1.22054 0.78311 -1.20177
H 0.78271 -0.58934 -3.23651
H 2.31363 -1.39894 -3.03627
H 1.59326 -2.45037 -0.89904
H 0.65682 -2.93637 -2.28627
H -4.44451 -1.36175 -1.87100
H -2.27436 0.61498 -2.46958
H -3.86850 1.16587 -2.90053
H -4.68963 0.44350 -0.58888
H -3.01129 0.37422 -0.09724
H -3.68282 1.90019 -0.64318
C 5.86466 -4.72121 0.36535
O 6.94054 -3.77873 0.26604
C 6.52785 -2.52477 0.05914
O 5.38826 -2.16900 -0.04511
O 7.60212 -1.73559 -0.01452
C 7.28870 -0.35497 -0.23174
H 6.32698 -5.69227 0.52115
H 5.22313 -4.48186 1.21068
H 5.28243 -4.73851 -0.55294
H 6.68846 0.03520 0.58737
H 6.75985 -0.22665 -1.17368
H 8.23968 0.16815 -0.27106
C 9.22611 -3.10925 6.74057
O 9.85891 -3.53470 5.53310
C 9.05889 -3.50919 4.46257
O 7.90529 -3.16840 4.46262
O 9.75483 -3.92260 3.41111
C 9.00346 -3.94018 2.18405
H 9.98048 -3.17892 7.51899
H 8.88437 -2.07963 6.65425
H 8.38761 -3.75835 6.98544
H 8.66624 -2.94226 1.93394
H 8.16506 -4.62272 2.26678
H 9.68395 -4.29341 1.41522
C 1.38366 1.01949 2.22021
O 2.44181 1.99203 2.17022
C 2.03496 3.23118 1.95580
O 0.89865 3.58992 1.77930
O 3.10146 4.03763 1.95682
C 2.78921 5.41236 1.72308
H 1.84956 0.05348 2.38506
H 0.70651 1.23277 3.04517
H 0.83429 0.98812 1.28141
H 2.13108 5.79778 2.49970
H 2.32488 5.54271 0.74745
H 3.73438 5.94701 1.74982
C -6.53228 0.74423 3.02517
O -5.22253 0.92310 2.49105
C -4.70782 2.13590 2.68599
O -5.25145 3.04697 3.25861
O -3.49905 2.16342 2.14015
C -2.81575 3.41003 2.26556
H -6.81596 -0.27780 2.79225
H -6.53113 0.88623 4.10461
H -7.23526 1.43338 2.56034
H -2.66123 3.66027 3.31393
H -3.38080 4.19865 1.76921
H -1.84935 3.30838 1.77844
C -1.14790 6.89301 1.19158
O -0.02934 7.78894 1.23446
C -0.33512 9.06549 1.03496
O -1.43286 9.51215 0.83103
O 0.79327 9.77814 1.10017
C 0.60937 11.17963 0.90068
H -0.74745 5.89774 1.36805
H -1.86515 7.14107 1.97150
H -1.62533 6.92109 0.21451
H -0.04334 11.59507 1.66618
H 0.19583 11.37686 -0.08650
H 1.59515 11.62884 0.97912
C -10.36897 2.10062 -6.43954
O -9.36031 1.09998 -6.31103
C -9.40775 0.14913 -7.24275
O -10.20818 0.08410 -8.14078
O -8.42264 -0.70997 -7.00876
C -8.34544 -1.79446 -7.93542
H -10.20769 2.79847 -5.62333
H -10.27484 2.62246 -7.39016
H -11.36100 1.66082 -6.35363
H -8.16914 -1.42576 -8.94410
H -9.25654 -2.38906 -7.90732
H -7.50380 -2.40185 -7.61668
C 0.81547 -8.48222 2.38614
O 0.64460 -7.66046 1.23703
C -0.47076 -6.90787 1.26672
O -1.27210 -6.91169 2.16637
O -0.51776 -6.19638 0.15985
C -1.65963 -5.31826 0.03969
H 1.74232 -9.02979 2.23431
H 0.89438 -7.87622 3.28747
H -0.01011 -9.18547 2.48633
H -1.65967 -4.58327 0.83930
H -2.57967 -5.90181 0.05002
H -1.56869 -4.80816 -0.90791
*
```

Record 2
Entry from the Open Molecules 2025 dataset: a gas-phase ion, C22H28F3N2O3 (charge +1) (ωB97M-V/def2-TZVPD).

Computed properties:
Energy relative to the best compared isomer or geometry (same formula, charge and spin): 2.24 kcal/mol
E_tot: -40536.80168 eV
Max |F|: 0.9 eV/A
Kohn-Sham gap: 9.182 eV
SMILES: COc1cc(CN2CC[NH+](Cc3ccccc3C(F)(F)F)CC2)cc(OC)c1OC

The geometry in ORCA input format:
```
! RIJCOSX wB97M-V def2-TZVPD def2/J DEFGRID3
* xyz 1 1
C -3.03337 -1.17278 -3.22696
H -4.08668 -1.17045 -2.94306
H -2.59022 -2.14063 -2.98866
H -2.94594 -0.97939 -4.29509
O -2.33050 -0.10905 -2.60616
C -2.43228 0.12362 -1.27218
C -2.08001 1.42883 -0.90394
C -2.11354 1.83745 0.42351
C -2.44342 0.91041 1.40043
C -2.76163 -0.40201 1.06784
C -2.76621 -0.81365 -0.28334
O -2.99891 -2.10637 -0.66655
C -4.08361 -2.81726 -0.08796
H -4.95824 -2.17576 0.03447
H -3.81104 -3.24710 0.87656
H -4.31421 -3.61491 -0.79332
O -3.03982 -1.35986 1.98507
C -3.17412 -1.00193 3.34340
H -3.47280 -1.91501 3.85470
H -3.94609 -0.24091 3.48338
H -2.22608 -0.65050 3.76136
H -2.46035 1.22188 2.43171
C -1.77121 3.26191 0.79789
N -0.37835 3.64576 0.66899
C 0.57607 2.95228 1.48038
C 1.00948 1.57935 0.89941
N 0.85777 1.56679 -0.57882
H -0.16452 1.38149 -0.76682
C 1.16699 2.90194 -1.13688
C 0.14612 3.94937 -0.64287
H 0.65760 4.91980 -0.60290
H -0.67834 4.04694 -1.34821
H 1.15228 2.84749 -2.22617
H 2.17645 3.16840 -0.81654
C 1.69507 0.52654 -1.24539
C 1.64370 -0.81674 -0.55936
C 0.45798 -1.53941 -0.60452
C 0.33569 -2.76737 0.02040
C 1.41810 -3.30744 0.69263
C 2.62318 -2.62700 0.71355
C 2.74113 -1.38831 0.09412
C 4.08988 -0.71388 0.08866
F 4.55159 -0.52534 -1.16082
F 5.01887 -1.38232 0.75658
F 4.04230 0.52694 0.63975
H 3.47986 -3.05878 1.20663
H 1.33724 -4.26463 1.18190
H -0.60292 -3.29577 -0.03144
H -0.37771 -1.14230 -1.15471
H 1.32740 0.41474 -2.26956
H 2.71441 0.91024 -1.29336
H 0.39978 0.77083 1.30461
H 2.05234 1.40001 1.15390
H 1.45509 3.59590 1.57900
H 0.16292 2.80240 2.47745
H -2.35509 3.95100 0.18418
H -2.05044 3.43546 1.83993
H -1.93365 2.13239 -1.71024
*
```

Record 3
Entry from the Open Molecules 2025 dataset: a molecular structure, C4H3N3 at a distorted geometry (ωB97M-V/def2-TZVPD).

Computed properties:
Energy relative to the best compared isomer or geometry (same formula, charge and spin): 84.62 kcal/mol
E_tot: -8662.74149 eV
Max |F|: 2.1 eV/A
Kohn-Sham gap: 9.106 eV

The geometry in ORCA input format:
```
! RIJCOSX wB97M-V def2-TZVPD def2/J DEFGRID3
* xyz 0 1
N -1.16479 1.64257 1.93928
C -0.69474 1.07763 1.02487
C 1.08291 1.42835 0.35183
N 1.59237 0.43436 -0.05701
C 1.14984 -0.74605 -0.62332
C -0.18849 -0.83530 -0.59142
N -0.97299 0.19627 -0.06950
H 1.86391 -1.45920 -1.00979
H -0.71605 -1.70774 -0.97066
H -1.95198 -0.03087 0.00572
*
```